{"formula": "C3H7PSi", "method": "wB97M-V/def2-TZVPD", "species": ["C", "C", "C", "Si", "P", "H", "H", "H", "H", "H", "H", "H"], "positions_angstrom": [[0.9454, 0.6456, 1.1389], [1.4214, 1.1830, 0.1241], [0.4483, -0.0282, 2.3958], [-1.3608, -0.3635, -2.1164], [2.2134, 1.7972, -1.2860], [-0.6370, 0.2891, 2.4903], [0.6002, -1.1893, 2.1607], [1.1532, 0.2858, 3.1731], [-2.4505, -1.0340, -1.5018], [-0.9097, -0.5957, -3.5145], [-0.3829, 0.4443, -1.4884], [1.8786, 0.5766, -2.0587]], "lumo_ev": [-0.349, -1.253], "de_lowest_kcal_mol": 68.6, "energy_ev": -20384.78014, "gap_ev": [7.71, 5.88], "e_homo_ev": [-8.06, -7.14]}

***

{"formula": "C40H32N4OP2S2Sc", "method": "wB97M-V/def2-TZVPD", "species": ["Sc", "N", "P", "C", "C", "C", "C", "C", "C", "C", "C", "C", "C", "C", "C", "P", "C", "C", "C", "C", "C", "C", "C", "C", "C", "C", "C", "C", "H", "H", "H", "H", "H", "H", "H", "H", "H", "H", "H", "H", "H", "H", "H", "H", "H", "H", "H", "H", "H", "S", "C", "C", "C", "C", "N", "C", "C", "C", "S", "C", "N", "H", "H", "C", "O", "H", "H", "H", "H", "N", "C", "C", "C", "C", "C", "C", "C", "H", "H", "H", "H", "H"], "positions_angstrom": [[1.5925, -0.8008, -0.8933], [-1.5243, -0.3937, 0.6799], [-0.1661, -0.8338, 1.6305], [-0.7345, -2.3930, 2.4526], [-0.5107, -2.6791, 3.8057], [-1.2626, -3.6378, 4.4574], [-2.2217, -4.4261, 3.7932], [-2.3181, -4.2568, 2.4148], [-1.4961, -3.3301, 1.7112], [-0.0987, 0.2216, 3.1105], [1.1798, 0.4059, 3.6849], [1.2378, 0.7770, 5.0175], [0.1181, 1.2446, 5.6946], [-1.1175, 1.2513, 5.0574], [-1.2162, 0.7863, 3.7292], [-1.3165, 0.0373, -0.9876], [-2.8555, -0.6635, -1.6943], [-3.2927, -1.8979, -1.1745], [-4.5456, -2.4288, -1.5301], [-5.3880, -1.7370, -2.4097], [-4.9728, -0.5118, -2.8806], [-3.6941, 0.0328, -2.5561], [-1.6976, 1.8224, -1.0977], [-1.2875, 2.4361, -2.2877], [-1.7475, 3.6966, -2.6500], [-2.5658, 4.4553, -1.7645], [-2.9015, 3.8506, -0.5458], [-2.4654, 2.5564, -0.1609], [-2.4105, -0.7998, 1.0141], [0.2556, -2.0875, 4.3188], [-1.1364, -3.7939, 5.5244], [-2.8004, -5.1451, 4.3833], [-2.9785, -4.8811, 1.7665], [-1.2887, -3.4442, 0.6619], [2.0310, 0.0611, 3.0700], [2.2099, 0.6069, 5.5086], [0.2101, 1.5741, 6.7026], [-2.0191, 1.5253, 5.6172], [-2.1377, 0.7787, 3.2215], [-2.6104, -2.4544, -0.5414], [-4.7637, -3.4460, -1.1822], [-6.3917, -2.1055, -2.6757], [-5.5437, 0.0022, -3.6519], [-3.3975, 0.9854, -2.9083], [-0.6646, 1.8757, -3.0087], [-1.3969, 4.0710, -3.5793], [-2.9934, 5.4162, -2.0155], [-3.5495, 4.4736, 0.1108], [-2.7372, 2.1251, 0.8188], [2.1928, 0.2935, -3.0026], [2.6155, -1.2561, -3.6779], [3.4111, -1.1284, -4.8388], [3.8898, -2.2024, -5.5660], [4.7476, -2.0310, -6.6510], [5.4630, -1.9591, -7.6031], [3.5804, -3.4908, -5.0992], [2.7950, -3.6782, -3.9448], [2.2246, -2.6109, -3.2605], [1.0986, -3.0209, -1.9864], [4.0513, -4.6091, -5.7165], [4.4534, -5.6236, -6.1446], [3.6895, -0.1379, -5.1482], [2.6139, -4.6929, -3.6160], [4.3661, -2.5202, 0.0363], [3.2986, -1.5115, 0.2405], [4.5427, -3.1997, 0.8933], [5.3049, -1.9764, -0.1300], [4.1432, -3.1058, -0.8767], [3.6257, -0.9550, 0.9711], [1.7412, 1.2521, 0.0565], [1.7131, 2.3609, 0.4588], [1.5415, 3.6439, 0.9580], [0.3586, 4.0550, 1.6225], [0.3014, 5.3367, 2.1838], [1.3563, 6.2585, 1.9509], [2.4823, 5.8870, 1.1825], [2.5885, 4.5778, 0.7274], [-0.4418, 3.3469, 1.7752], [-0.5412, 5.6968, 2.8157], [1.3138, 7.2867, 2.3752], [3.3557, 6.5262, 1.0321], [3.5053, 4.2657, 0.2200]], "lumo_ev": -3.458, "de_lowest_kcal_mol": 18.6, "energy_ev": -110951.73494, "gap_ev": 6.65, "e_homo_ev": -10.11, "total_charge": 1}

***

{"formula": "C3H5N3O", "method": "wB97M-V/def2-TZVPD", "species": ["O", "C", "C", "N", "C", "N", "N", "H", "H", "H", "H", "H"], "positions_angstrom": [[2.0822, 0.7989, 1.1863], [0.7210, 1.0981, 1.0202], [-0.0313, 0.1327, 0.1446], [-1.3562, 0.3209, -0.1256], [-1.6475, -0.7151, -0.8784], [-0.5540, -1.4752, -1.0562], [0.5002, -0.9435, -0.4004], [2.5167, 0.8890, 0.3294], [0.5610, 2.1135, 0.6273], [0.2747, 1.0719, 2.0193], [-2.6141, -0.9484, -1.3067], [-0.4525, -2.3428, -1.5597]], "lumo_ev": 0.867, "de_lowest_kcal_mol": 26.9, "energy_ev": -9709.41637, "gap_ev": 10.80, "e_homo_ev": -9.94, "smiles": "OCc1nc[nH]n1"}